[1]
This record from the OMol25 dataset describes a 2-piece molecular cluster, C2H2F2O2S overall. The level of theory is wB97M-V/def2-TZVPD.

Element x y z (Å)
C1 -1.779 1.567 1.370
C2 -1.482 0.488 1.775
O1 1.173 0.631 -1.530
O2 1.106 -1.527 -0.464
F1 -0.933 -0.649 2.087
F2 1.830 -1.337 -2.828
S1 0.716 -0.680 -1.786
H1 1.510 -0.901 0.267
H2 -2.141 2.409 1.108

***

[2]
This record from the OMol25 dataset describes a 17-piece molecular cluster, C2H39NO16 overall. The level of theory is wB97M-V/def2-TZVPD.

Element x y z (Å)
C1 1.053 1.142 2.261
C2 0.389 -0.167 1.853
N1 0.776 -0.569 0.484
H1 1.796 1.017 3.052
H2 1.540 1.574 1.382
H3 0.377 1.897 2.618
H4 0.532 -0.997 2.545
H5 -0.692 -0.012 1.800
H6 1.780 -0.518 0.342
H7 0.452 -1.514 0.318
H8 0.152 -3.058 -1.116
H9 1.468 -3.655 -1.610
O1 1.085 -2.842 -1.299
H10 -4.685 1.769 -0.837
H11 -4.048 0.827 0.069
O2 -3.774 1.515 -0.587
H12 0.603 3.804 0.359
H13 -0.085 3.245 -0.843
O3 -0.259 3.763 -0.040
H14 2.211 2.333 -1.746
H15 0.716 1.822 -1.958
O4 1.336 2.569 -2.119
H16 -2.234 -2.756 -1.398
H17 -1.749 -2.678 0.026
O5 -1.526 -3.103 -0.844
H18 4.056 1.369 -2.376
H19 4.459 2.241 -1.127
O6 3.787 1.625 -1.440
H20 -0.871 -0.812 4.648
H21 -1.356 -2.359 4.887
O7 -0.878 -1.755 4.316
H22 -1.592 -1.804 2.608
H23 -2.670 -2.697 1.891
O8 -2.081 -1.953 1.743
H24 0.298 -2.783 -3.556
H25 -0.816 -2.010 -2.890
O9 -0.227 -2.010 -3.673
H26 3.663 -3.153 -0.635
H27 3.230 -2.202 0.522
O10 3.547 -3.126 0.371
H28 1.915 2.651 -4.097
H29 1.773 1.412 -5.043
O11 2.373 2.142 -4.821
H30 -2.207 -0.832 -1.458
H31 -3.118 -0.386 -2.529
O12 -2.732 -1.183 -2.188
H32 3.628 1.068 -4.314
H33 3.442 -0.114 -3.416
O13 4.151 0.463 -3.724
H34 -2.297 2.825 1.811
H35 -0.858 2.500 1.335
O14 -1.488 2.430 2.110
H36 -4.231 0.366 1.936
H37 -3.399 -0.841 1.278
O15 -4.276 -0.345 1.279
H38 -0.116 1.459 4.955
H39 -1.318 1.337 3.987
O16 -1.004 1.067 4.894

***

[3]
This record from the OMol25 dataset describes a 6-piece molecular cluster, C24H38O16 overall. The level of theory is wB97M-V/def2-TZVPD.

Calculated values
structure (SMILES)	C[C@H]1COC(=O)O1.C[C@H]1COC(=O)O1.C[C@H]1COC(=O)O1.C[C@H]1COC(=O)O1.C[C@H]1COC(=O)O1.C1CCOC1

Element x y z (Å)
C1 -5.187 -4.540 4.370
C2 -4.132 -3.981 3.382
C3 -4.645 -2.812 2.607
O1 -3.689 -1.760 2.868
C4 -2.753 -2.160 3.735
O2 -1.976 -1.390 4.297
O3 -3.058 -3.434 4.094
H1 -5.451 -3.722 5.040
H2 -4.658 -5.180 5.077
H3 -6.024 -5.053 3.897
H4 -3.637 -4.766 2.810
H5 -5.630 -2.482 2.936
H6 -4.874 -3.047 1.567
C5 3.446 1.937 -2.646
C6 4.716 2.227 -1.722
C7 5.583 1.020 -1.435
O4 6.771 1.253 -2.118
C8 6.764 2.475 -2.582
O5 7.697 3.152 -2.945
O6 5.507 2.973 -2.596
H7 2.921 2.839 -2.961
H8 2.652 1.462 -2.070
H9 3.755 1.417 -3.553
H10 4.471 2.792 -0.823
H11 5.280 -0.005 -1.652
H12 5.808 0.869 -0.380
C9 -0.174 4.738 -3.145
C10 -1.625 4.583 -2.659
C11 -1.928 4.805 -1.130
O7 -3.046 5.670 -1.154
C12 -3.333 6.012 -2.427
O8 -4.360 6.462 -2.867
O9 -2.337 5.588 -3.254
H13 -0.106 4.947 -4.213
H14 0.413 3.867 -2.851
H15 0.432 5.515 -2.680
H16 -2.175 3.729 -3.054
H17 -1.141 5.348 -0.607
H18 -2.046 3.887 -0.554
C13 2.342 -1.220 0.244
C14 0.863 -0.903 0.331
C15 0.403 -0.349 1.622
O10 -0.380 0.674 1.236
C16 -0.272 1.002 0.018
O11 -0.975 1.829 -0.550
O12 0.684 0.278 -0.472
H19 2.640 -1.752 1.148
H20 2.938 -0.310 0.315
H21 2.605 -1.927 -0.543
H22 0.425 -1.836 -0.022
H23 1.200 0.141 2.182
H24 -0.125 -1.023 2.297
C17 6.281 -4.341 -0.790
C18 5.621 -4.520 0.542
C19 4.076 -4.339 0.628
O13 3.734 -5.474 1.287
C20 4.807 -6.331 1.503
O14 4.816 -7.445 2.178
O15 5.909 -5.800 0.915
H25 7.368 -4.400 -0.742
H26 6.121 -3.359 -1.236
H27 6.157 -5.129 -1.533
H28 5.957 -3.938 1.400
H29 3.762 -4.323 -0.416
H30 3.677 -3.431 1.081
C21 -5.946 2.322 0.480
C22 -5.363 0.964 0.612
C23 -4.189 0.921 -0.412
O16 -4.796 1.683 -1.479
C24 -5.735 2.594 -1.032
H31 -5.473 3.078 1.106
H32 -6.988 2.490 0.752
H33 -6.243 0.396 0.310
H34 -5.119 0.719 1.646
H35 -3.759 -0.064 -0.592
H36 -3.375 1.506 0.015
H37 -6.629 2.811 -1.617
H38 -5.251 3.571 -1.013

***

Short version: electronic energy = -825.67545, -1358.18743, -2141.02649 Eh, in the order given.
Short version: gap between HOMO and LUMO = 11.45, 9.22, 9.03 eV, in the order given.